158
Properties=species:S:1:pos:R:3:lowdin_charge:R:1 method="wB97M-V/def2-TZVPD" gap_ev=10.856 homo_ev=-10.58 multiplicity=1
C -14.5244 10.7906 -14.5853 -0.0534
C -14.4552 10.3594 -16.0234 -0.2435
O -14.5932 8.9752 -16.1469 -0.0099
C -14.8198 8.3252 -17.3612 -0.2681
O -14.7348 8.9094 -18.4411 0.1398
C -15.0993 6.8252 -17.3071 -0.6588
F -14.0697 6.1309 -17.7224 0.1988
F -15.3719 6.4747 -16.0791 0.1901
F -16.0913 6.4946 -18.0484 0.2326
H -15.2130 10.1986 -13.9824 0.0656
H -14.7611 11.8487 -14.4729 0.0882
H -13.5301 10.6641 -14.1570 0.0524
H -13.4923 10.5962 -16.4760 0.1334
H -15.3060 10.9070 -16.4288 0.1300
C -13.1301 5.3006 -13.6507 -0.0738
C -13.0361 5.1753 -12.1050 -0.2255
O -12.3616 4.0010 -11.6708 -0.0316
C -11.0339 3.8911 -11.2835 -0.2645
O -10.2719 4.8563 -11.2569 0.1247
C -10.6567 2.4904 -10.6915 -0.5444
F -9.3655 2.5639 -10.4385 0.1556
F -11.3673 2.2572 -9.5542 0.1275
F -11.0539 1.5568 -11.5282 0.1839
H -13.9182 4.6453 -14.0218 0.0257
H -12.1571 5.1235 -14.1091 0.0657
H -13.5256 6.2819 -13.9128 0.0472
H -14.0754 5.0111 -11.8206 0.0998
H -12.7470 6.1047 -11.6143 0.0651
C -11.4413 6.6837 -21.6315 -0.0691
C -11.4001 7.0642 -20.1770 -0.2182
O -11.2569 5.9700 -19.2574 0.0434
C -11.2109 6.2268 -17.9398 -0.3449
O -11.3086 7.3344 -17.4235 0.1294
C -10.9736 4.9745 -17.0667 -0.5658
F -10.5415 3.9418 -17.7489 0.2078
F -10.2238 5.3010 -16.0516 0.1943
F -12.1612 4.6411 -16.4735 0.1247
H -12.2224 5.9500 -21.8302 0.0903
H -10.4423 6.2744 -21.7818 0.0777
H -11.4485 7.5938 -22.2314 0.0913
H -12.4517 7.3499 -20.1525 0.1202
H -10.7096 7.8909 -20.0100 0.1374
C -12.3535 6.3606 -5.0340 -0.0720
C -12.8367 7.6497 -5.6715 -0.1556
O -13.2220 7.1942 -7.0020 -0.0185
C -14.4220 6.6382 -7.3077 -0.2832
O -15.3894 6.5546 -6.5060 0.1123
C -14.3960 5.9031 -8.7083 -0.5069
F -13.8036 4.7209 -8.5637 0.1357
F -15.6602 5.7113 -9.2334 0.1232
F -13.7338 6.5822 -9.6309 0.1529
H -13.1291 5.5973 -4.9726 0.0860
H -11.8393 6.4961 -4.0825 0.0829
H -11.6099 5.8695 -5.6617 0.0714
H -11.9677 8.2922 -5.8136 0.1125
H -13.5283 8.2818 -5.1143 0.1307
C -4.4519 -1.3928 -12.7179 -0.0608
C -5.0975 -0.2481 -11.9613 -0.2179
O -5.4198 0.8420 -12.8385 0.0006
C -6.5550 1.6153 -12.7300 -0.3037
O -7.4754 1.3922 -11.9428 0.1109
C -6.6599 2.8554 -13.6082 -0.6276
F -5.4138 3.2944 -14.0030 0.1354
F -7.4161 2.5762 -14.6342 0.2100
F -7.2162 3.7590 -12.9257 0.2428
H -5.0432 -1.8818 -13.4922 0.0833
H -4.0884 -2.1321 -12.0041 0.0817
H -3.5568 -1.0727 -13.2512 0.0754
H -4.6650 0.2259 -11.0802 0.0896
H -6.0067 -0.6968 -11.5612 0.1147
C -18.3125 5.2342 -14.9277 -0.0472
C -17.4642 4.6644 -13.7946 -0.2144
O -16.6743 5.6926 -13.2489 -0.0144
C -17.3113 6.6539 -12.5066 -0.2697
O -18.5430 6.6798 -12.1792 0.1062
C -16.3491 7.8375 -12.2833 -0.4302
F -15.7395 7.7305 -11.0780 0.1448
F -15.3498 7.7784 -13.2347 0.1021
F -17.0099 9.0455 -12.4204 0.1324
H -17.7990 5.8016 -15.7039 0.0655
H -19.0754 5.8963 -14.5182 0.0735
H -18.8863 4.4511 -15.4234 0.0837
H -16.7934 3.8954 -14.1777 0.0984
H -18.0457 4.2120 -12.9913 0.1203
C -9.1676 4.7810 -4.1666 -0.0408
C -10.2562 3.6814 -4.2587 -0.1791
O -10.0668 2.7377 -5.3106 0.0610
C -9.3697 1.6945 -5.1172 -0.4079
O -8.8422 1.3420 -4.0581 0.1280
C -9.2175 0.8212 -6.3988 -0.6464
F -7.9699 0.5938 -6.5136 0.2336
F -9.9716 -0.2610 -6.1637 0.1669
F -9.6292 1.4283 -7.4740 0.1712
H -8.1413 4.4226 -4.0864 0.0807
H -9.3508 5.4778 -3.3486 0.0804
H -9.1456 5.3577 -5.0912 0.0663
H -11.2838 4.0415 -4.2078 0.1058
H -10.2665 3.1288 -3.3193 0.1198
C -9.7665 7.4118 -9.4641 -0.0576
C -10.3156 8.6472 -8.7670 -0.1948
O -9.7947 9.7489 -9.5238 0.0113
C -8.6487 10.3722 -9.2082 -0.3026
O -7.9438 10.0337 -8.2270 0.1051
C -8.2187 11.5232 -10.1619 -0.5555
F -7.1420 11.1315 -10.8972 0.1429
F -9.1423 11.8825 -11.0142 0.1690
F -7.8771 12.6152 -9.4828 0.1730
H -10.1433 6.4713 -9.0621 0.0745
H -8.6775 7.4117 -9.4171 0.0820
H -9.9285 7.5401 -10.5343 0.0523
H -10.1862 8.6587 -7.6848 0.1154
H -11.4030 8.6588 -8.8413 0.1136
C -12.2199 -1.4144 -10.9196 -0.0511
C -12.9382 -2.6879 -10.4353 -0.2332
O -14.2575 -2.6701 -10.9558 -0.0147
C -15.0819 -3.7404 -10.7202 -0.2955
O -14.6773 -4.7260 -10.0425 0.1095
C -16.4369 -3.6879 -11.3692 -0.6257
F -16.5671 -2.6232 -12.1412 0.1764
F -16.6872 -4.7848 -12.0489 0.2084
F -17.3045 -3.5374 -10.4012 0.2002
H -11.1627 -1.4411 -10.6555 0.0843
H -12.6591 -0.4968 -10.5283 0.0420
H -12.3072 -1.2789 -11.9976 0.0863
H -12.9385 -2.9273 -9.3719 0.0987
H -12.3317 -3.4988 -10.8386 0.1236
Cl -3.8550 2.7828 -10.1424 0.5455
C -5.0728 3.5095 -8.9792 -0.5915
C -6.4903 2.9960 -9.2498 -0.7332
Cl -7.5713 3.8280 -8.2276 0.6763
H -4.9703 4.5861 -9.1148 0.0645
H -4.8529 3.2908 -7.9342 0.0688
H -6.6492 1.9213 -9.1609 0.0766
H -6.7903 3.0560 -10.2960 0.0402
Cl -17.4445 1.0120 -12.0995 0.5490
C -15.8411 0.6563 -11.3972 -0.6456
C -14.8855 1.8546 -11.5104 -0.6348
Cl -14.5168 2.1827 -13.2060 0.6412
H -15.4808 -0.2534 -11.8776 0.0486
H -16.0474 0.4002 -10.3580 0.0583
H -14.0020 1.6489 -10.9061 0.0504
H -15.3336 2.7878 -11.1690 0.0623
Cl -9.9952 10.7797 -14.0730 0.5414
C -10.0420 9.1168 -14.7496 -0.6106
C -11.4172 8.4487 -14.4481 -0.6250
Cl -11.8284 8.4402 -12.7085 0.6233
H -9.2777 8.5702 -14.1973 0.0629
H -9.8379 9.0739 -15.8195 0.0689
H -11.4052 7.4166 -14.7983 0.0428
H -12.1419 9.0123 -15.0356 0.0433
Cl -14.9066 -1.5789 -7.7212 0.5896
C -13.8302 -0.7222 -6.5530 -0.5929
C -13.1474 0.4087 -7.2783 -0.6197
Cl -14.2372 1.8257 -7.6173 0.5663
H -13.2001 -1.4845 -6.0950 0.0779
H -14.4870 -0.3356 -5.7737 0.0661
H -12.9020 0.0980 -8.2939 0.0306
H -12.3378 0.8327 -6.6843 0.0540

***

122
Properties=species:S:1:pos:R:3:lowdin_charge:R:1 method="wB97M-V/def2-TZVPD" gap_ev=6.990 charge=+1 homo_ev=-9.49 multiplicity=1
C 3.3279 -4.0073 0.6964 -0.1132
C 3.6980 -2.7317 1.4486 -0.2416
C 3.0725 -2.5467 2.8468 -0.6345
Cl 1.9126 -3.7962 3.3345 0.7564
C 2.4191 -1.1877 3.1227 -0.7212
Br 2.5481 -0.8953 5.1022 0.9082
O 3.1445 -0.1609 2.4800 -0.0533
C 2.3336 0.9683 2.3104 -0.1252
C 2.8631 2.2920 2.8948 -0.4371
F 2.8978 2.1122 4.2579 0.0716
F 1.8425 3.1880 2.6443 0.0991
C 4.1752 2.8498 2.4054 -0.1207
C 5.3649 1.8799 2.3680 -0.2016
Si 6.0175 1.1947 0.7150 0.5977
C 6.4964 -0.6054 1.0003 -0.1569
C 7.5761 2.1202 0.2577 -0.1679
C 4.8432 1.2531 -0.7599 -0.2362
C 5.2729 0.5246 -1.8756 -0.0971
C 4.5266 0.4646 -3.0448 -0.0616
C 3.3223 1.1476 -3.1378 -0.0727
C 2.8746 1.8817 -2.0527 -0.0932
C 3.6277 1.9353 -0.8875 -0.1171
N 1.0253 0.5716 2.9893 0.0019
F -0.0069 1.2848 2.4393 0.0645
C 0.9434 -0.9092 2.7712 -0.2370
Si 0.0922 -1.4645 1.0842 0.5970
C -0.6281 -3.1831 1.2615 -0.1690
C 1.2668 -1.3851 -0.3770 -0.1378
C -1.3232 -0.3212 0.6875 -0.1623
H 3.7094 -4.8819 1.2237 0.0801
H 3.8248 -3.9891 -0.2736 0.0886
H 2.2568 -4.1245 0.5546 0.0392
H 4.7755 -2.7611 1.6101 0.1007
H 3.5069 -1.8530 0.8378 0.0775
H 3.8708 -2.6271 3.5817 0.0824
H 2.0727 1.0505 1.2557 0.1629
H 4.0156 3.3531 1.4522 0.1071
H 4.3754 3.6523 3.1211 0.1391
H 6.2212 2.4027 2.8002 0.0868
H 5.1900 1.0380 3.0415 0.0708
H 6.4216 -0.8579 2.0602 0.0343
H 7.5166 -0.8042 0.6756 0.0418
H 5.8241 -1.2664 0.4556 0.0113
H 8.2496 2.1262 1.1164 0.0387
H 7.3734 3.1492 -0.0383 0.0386
H 8.0785 1.6028 -0.5595 0.0370
H 6.2047 -0.0285 -1.8356 0.1053
H 4.8921 -0.1073 -3.8874 0.1119
H 2.7447 1.1207 -4.0528 0.0979
H 1.9428 2.4324 -2.1065 0.0999
H 3.2570 2.5544 -0.0867 0.0685
H 1.0086 0.8264 3.9899 0.1546
H 0.3213 -1.3279 3.5647 0.0814
H -0.0989 -3.9082 0.6468 0.0296
H -0.6294 -3.5328 2.2927 0.0104
H -1.6759 -3.1317 0.9564 0.0331
H 2.1170 -0.7106 -0.2650 0.0176
H 0.6872 -0.9958 -1.2178 0.0487
H 1.6336 -2.3698 -0.6592 0.0301
H -2.0120 -0.1528 1.5137 0.0339
H -0.9199 0.6528 0.4034 0.0386
H -1.8434 -0.6982 -0.1922 0.0331
N -1.9866 -0.9900 6.6913 0.0222
C -3.2643 -0.7648 6.2600 -0.1137
C -3.2027 -0.2682 4.9875 -0.0852
C -1.8273 -0.1916 4.6386 -0.1177
C -1.1007 -0.6455 5.7141 -0.1549
H -1.7394 -1.3525 7.5940 0.1533
H -4.1089 -0.9769 6.8919 0.1173
H -4.0447 0.0088 4.3769 0.0973
H -1.4323 0.1631 3.6991 0.0528
H -0.0350 -0.7451 5.8408 0.0318
N -3.6493 -5.5987 -0.0708 -0.0031
C -3.9507 -4.6367 -0.9989 -0.1655
C -5.3124 -4.5007 -1.0396 -0.1075
C -5.8536 -5.4163 -0.0966 -0.1014
C -4.8052 -6.0777 0.4829 -0.1373
H -2.7263 -5.9127 0.1616 0.1359
H -3.1708 -4.1400 -1.5514 0.0932
H -5.8602 -3.8232 -1.6726 0.0910
H -6.8952 -5.5725 0.1260 0.0939
H -4.7846 -6.8464 1.2358 0.1069
N 1.7192 5.3359 -2.9471 -0.0078
C 0.4310 5.7190 -2.6821 -0.1460
C -0.1813 5.9777 -3.8784 -0.1084
C 0.7754 5.7432 -4.9044 -0.1094
C 1.9378 5.3486 -4.2984 -0.1448
H 2.4033 5.0901 -2.2566 0.1305
H 0.0623 5.7766 -1.6724 0.1024
H -1.1992 6.3046 -4.0062 0.0919
H 0.6269 5.8584 -5.9646 0.0912
H 2.8955 5.0800 -4.7101 0.1058
N -4.8480 -0.2491 -2.7306 0.0104
C -4.3715 -0.8741 -1.6102 -0.1577
C -4.8889 -0.2312 -0.5193 -0.1092
C -5.7100 0.8243 -1.0007 -0.1002
C -5.6651 0.7850 -2.3682 -0.1310
H -4.6359 -0.5119 -3.6750 0.1454
H -3.7186 -1.7265 -1.6846 0.0867
H -4.7081 -0.4943 0.5097 0.0890
H -6.2770 1.5205 -0.4084 0.0709
H -6.1475 1.3982 -3.1094 0.1090
N -8.5603 2.3410 1.2467 -0.0063
C -9.7082 1.8819 0.6605 -0.1406
C -10.3867 1.1443 1.5921 -0.1088
C -9.6175 1.1595 2.7880 -0.1121
C -8.4969 1.9060 2.5430 -0.1483
H -7.8714 2.9128 0.7965 0.1302
H -9.9436 2.1177 -0.3628 0.1057
H -11.3300 0.6492 1.4363 0.0908
H -9.8620 0.6787 3.7201 0.0889
H -7.6669 2.1654 3.1771 0.1001
N 1.1094 0.4392 -6.8501 -0.0062
C 1.2173 -0.8968 -6.5660 -0.1566
C 1.6217 -1.5352 -7.7070 -0.1115
C 1.7643 -0.5458 -8.7182 -0.1069
C 1.4413 0.6606 -8.1592 -0.1386
H 0.8231 1.1492 -6.2024 0.1347
H 0.9965 -1.2764 -5.5829 0.0969
H 1.7945 -2.5932 -7.8091 0.0901
H 2.0673 -0.7043 -9.7391 0.0925
H 1.4195 1.6512 -8.5789 0.1070

***

117
Properties=species:S:1:pos:R:3:lowdin_spin:R:1 method="wB97M-V/def2-TZVPD" s_squared=3.788 gap_ev="7.089 / 8.146" charge=+1 homo_ev="-10.72 / -10.93" multiplicity=4
Cr -1.0572 0.2963 0.5649 2.9493
C 0.4133 4.2808 3.4150 0.0000
C -0.2064 3.8929 2.0997 -0.0010
C -1.5051 3.4300 2.0249 0.0039
C -2.0481 3.0099 0.8127 -0.0028
C -3.5377 2.8144 0.6942 0.0002
C -1.2643 3.0530 -0.3378 -0.0048
C 0.0010 3.6500 -0.3104 0.0021
C 0.7214 3.9568 -1.5907 0.0001
C 0.5241 4.0269 0.9119 0.0008
H 1.0547 3.4716 3.7775 0.0000
H -0.3440 4.4789 4.1753 0.0000
H 1.0360 5.1704 3.3097 0.0000
H -2.1297 3.4149 2.9139 0.0002
H -3.9543 2.2958 1.5568 -0.0001
H -3.7945 2.2772 -0.2152 0.0000
H -4.0143 3.7948 0.6347 -0.0002
H -1.7259 2.8310 -1.2954 0.0004
H 1.4892 3.2167 -1.7854 -0.0001
H 1.2122 4.9288 -1.5299 0.0001
H 0.0392 3.9671 -2.4428 0.0000
H 1.5120 4.4824 0.9479 0.0000
O -0.4292 0.6651 2.2586 0.0598
C -0.5176 0.0199 3.4343 0.0052
C -0.4968 0.7537 4.6165 0.0032
C -0.5221 0.1156 5.8392 0.0003
C -0.5654 -1.2776 5.9165 0.0058
C -0.5924 -2.0051 4.7508 0.0010
C -0.5674 -1.3691 3.5060 0.0067
C -0.6183 -2.1277 2.2699 0.0077
N -0.7820 -1.6632 1.0297 -0.0260
C -0.8045 -2.7559 0.1618 0.0015
C -0.6310 -3.8793 0.8807 0.0031
N -0.5163 -3.4665 2.1951 0.0031
H -0.4705 1.8368 4.5458 0.0003
H -0.5190 0.7055 6.7490 -0.0002
H -0.5868 -1.7780 6.8758 0.0003
H -0.6557 -3.0877 4.8154 0.0000
H -0.9539 -2.6505 -0.9013 -0.0001
H -0.5871 -4.9156 0.5851 0.0001
H -0.3628 -4.0705 2.9830 -0.0001
C 5.5776 1.9136 -2.2532 -0.0001
C 4.4046 2.1783 -3.1965 -0.0001
C 3.2216 1.2283 -2.9108 -0.0002
C 3.1541 0.8671 -1.4077 -0.0050
C 3.6682 2.0571 -0.5745 -0.0003
C 5.1802 2.2081 -0.7910 0.0000
P 1.5807 0.1331 -0.7230 -0.0161
C 2.2938 -1.1582 0.4313 0.0002
C 3.5046 -2.0212 -0.0384 -0.0001
C 4.7535 -1.7794 0.8085 0.0000
C 4.4941 -2.1440 2.2758 0.0000
C 3.1095 -1.6395 2.7545 0.0000
C 2.5709 -0.5538 1.8235 -0.0004
C 0.8406 -0.8679 -2.1062 0.0000
C 0.1458 -0.0099 -3.1812 0.0001
C -0.8728 -0.8643 -3.9677 0.0001
C -0.4045 -2.3262 -4.1028 0.0000
C 1.1193 -2.4015 -4.1192 -0.0002
C 1.7101 -1.9526 -2.7666 -0.0005
H 6.4350 2.5240 -2.5362 0.0000
H 5.8910 0.8712 -2.3590 0.0000
H 4.7125 2.0575 -4.2346 0.0000
H 4.0850 3.2200 -3.0854 0.0000
H 3.3459 0.3141 -3.4950 0.0000
H 2.3087 1.6958 -3.2625 -0.0001
H 3.8596 0.0494 -1.2596 -0.0008
H 3.4504 1.9461 0.4864 -0.0001
H 3.1564 2.9669 -0.8985 0.0000
H 5.7123 1.5276 -0.1229 0.0000
H 5.4843 3.2189 -0.5134 0.0000
H 1.4566 -1.8371 0.5627 0.0000
H 3.7379 -1.8765 -1.0898 0.0000
H 3.2281 -3.0768 0.0581 0.0000
H 5.0559 -0.7307 0.7285 0.0000
H 5.5817 -2.3723 0.4183 0.0000
H 5.2848 -1.7237 2.9007 0.0000
H 4.5525 -3.2288 2.3879 0.0000
H 3.1728 -1.2592 3.7749 0.0000
H 2.3897 -2.4672 2.7757 0.0000
H 3.3127 0.2464 1.7606 0.0000
H 1.6659 -0.1067 2.2224 -0.0002
H 0.0190 -1.3741 -1.5924 0.0014
H 0.8909 0.3832 -3.8702 0.0000
H -0.3595 0.8483 -2.7249 0.0002
H -1.0156 -0.4295 -4.9586 0.0000
H -1.8357 -0.8318 -3.4600 0.0000
H -0.8188 -2.7741 -5.0058 0.0000
H -0.7851 -2.9249 -3.2626 0.0000
H 1.4955 -1.7576 -4.9214 0.0000
H 1.4558 -3.4137 -4.3475 -0.0001
H 2.7289 -1.5957 -2.9237 0.0000
H 1.7779 -2.8115 -2.0933 0.0000
C -3.8767 -3.4371 -1.2009 0.0001
C -4.2622 -2.1251 -1.8928 0.0002
C -4.5590 -0.9566 -0.9250 0.0002
C -5.2977 0.1852 -1.6885 0.0010
C -6.1781 1.0937 -0.8246 0.0001
C -5.4670 -1.4426 0.1960 0.0000
O -6.5035 -2.0129 -0.0375 0.0002
N -5.0714 -1.1735 1.4985 -0.0006
C -3.9071 -0.5359 1.9224 -0.0014
O -3.6790 -0.3554 3.0894 0.0021
N -3.0349 -0.1613 0.9008 -0.0231
C -3.2662 -0.4198 -0.3762 0.0127
O -2.2630 -0.1640 -1.1213 0.0109
H -3.3794 -4.1139 -1.8998 0.0000
H -4.7624 -3.9444 -0.8180 0.0000
H -3.1989 -3.2726 -0.3586 0.0001
H -5.1562 -2.2832 -2.4928 0.0000
H -3.4681 -1.7944 -2.5633 0.0000
H -5.9251 -0.2995 -2.4350 0.0001
H -4.5444 0.7643 -2.2293 0.0000
H -7.1009 0.5854 -0.5500 0.0000
H -6.4458 1.9948 -1.3781 0.0000
H -5.6848 1.4076 0.0967 0.0000
H -5.6958 -1.4733 2.2311 -0.0002